Below is a cluster of 7 separate species, C45H44BCl12FIN3O6P in total at a distorted geometry, with properties calculated with wB97M-V/def2-TZVPD.

XYZ file:
```
114
Properties=species:S:1:pos:R:3:forces:R:3
C -5.8438 -3.9266 2.7535 -0.14 0.08 -0.29
C -5.1840 -2.6750 2.1512 0.64 -0.71 0.73
O -5.2249 -1.5862 3.0808 0.00 0.15 -0.50
C -3.7111 -2.9987 1.8745 -0.56 -0.42 -0.18
N -3.1067 -1.9538 1.0244 0.52 -0.29 -0.02
C -1.7253 -2.1168 0.8014 0.00 -0.17 0.16
N -1.2988 -2.6475 -0.4169 0.03 0.44 0.90
C -2.1006 -3.8222 -0.8029 -0.35 -0.46 0.00
C -1.7246 -4.3713 -2.1759 0.23 0.13 0.10
O -2.4012 -4.2932 -3.1308 -0.41 -0.13 -0.33
I 0.1505 -5.4286 -2.3035 0.14 0.12 0.20
P -1.2819 -1.4500 -1.8159 -0.42 0.02 -0.99
O -1.9554 -0.1089 -1.2184 0.32 -0.28 0.59
O 0.2595 -1.0077 -1.9613 -0.16 -0.16 0.46
N -0.8557 -1.7620 1.7274 -0.18 0.26 -1.09
C -1.2229 -1.1431 3.0049 0.00 0.62 0.55
B -0.9430 -2.0882 4.2883 0.32 -0.43 0.65
O -1.9632 -2.7239 4.9656 0.38 0.69 -0.12
O 0.3562 -2.2574 4.7351 -0.61 0.11 -0.34
C 0.6041 -1.9939 1.5708 0.74 -0.06 0.20
C 0.9266 -3.4846 1.5405 0.17 0.17 -0.55
F 1.0791 -1.3257 0.4477 -0.46 -0.44 0.63
H -6.3075 -4.5267 1.9650 0.04 0.02 0.16
H -6.6173 -3.6401 3.4727 0.05 -0.03 -0.21
H -5.1142 -4.5621 3.2677 -0.03 0.13 0.02
H -5.6589 -2.3852 1.2118 -0.13 0.32 0.29
H -4.9879 -1.9561 3.9394 -0.12 0.06 0.02
H -3.6606 -3.9717 1.3701 0.10 0.24 -0.08
H -3.2145 -3.1293 2.8457 0.08 0.14 -0.10
H -3.3152 -1.0267 1.3866 -0.06 -0.10 0.14
H -3.1806 -3.6360 -0.8547 0.18 0.22 -0.01
H -1.9237 -4.6374 -0.0916 0.07 0.16 0.03
H -1.5770 0.2408 -0.3951 0.17 0.27 -0.28
H 0.8644 -1.7437 -1.7828 0.11 0.17 -0.07
H -0.5795 -0.2575 3.1091 -0.13 -0.12 -0.05
H -2.2502 -0.7760 3.0272 0.08 -0.21 -0.26
H -2.5784 -2.0457 5.2848 -0.37 -0.27 -0.16
H 0.6416 -1.4981 5.2648 0.46 -0.16 -0.12
H 1.0923 -1.5128 2.4256 -0.32 0.00 -0.15
H 1.2184 -3.7552 0.5211 -0.17 -0.05 0.11
H 0.0482 -4.0809 1.8039 0.35 0.41 0.08
H 1.7697 -3.7343 2.1909 -0.27 0.17 0.04
Cl -2.0095 2.4582 3.6105 -0.10 0.14 0.07
C -1.3985 2.3629 5.2290 0.03 0.05 -0.15
C -1.9507 1.4664 6.1313 0.11 -0.11 -0.06
Cl -3.2448 0.4356 5.6099 -0.21 -0.19 0.13
C -1.4645 1.3765 7.4249 0.04 -0.01 0.09
C -0.4180 2.1962 7.8170 0.05 0.07 -0.10
C 0.1391 3.0954 6.9150 -0.06 -0.10 0.05
C -0.3497 3.1797 5.6208 0.09 0.05 0.06
H -1.9011 0.6725 8.1198 -0.05 -0.01 -0.04
H -0.0368 2.1320 8.8265 -0.01 -0.01 0.01
H 0.9581 3.7319 7.2195 0.00 0.01 -0.01
H 0.0826 3.8750 4.9152 -0.04 -0.02 -0.05
Cl 4.9532 2.2758 4.6623 -0.15 0.00 -0.02
C 5.0460 0.6155 4.2013 0.15 0.09 0.15
C 4.0139 -0.2756 4.4518 0.02 -0.24 -0.03
Cl 2.5501 0.2249 5.2417 0.03 0.20 0.03
C 4.1420 -1.6019 4.0622 -0.01 -0.05 -0.05
C 5.2902 -2.0385 3.4250 0.01 0.02 -0.04
C 6.3229 -1.1467 3.1742 -0.04 -0.03 0.01
C 6.1978 0.1729 3.5647 0.11 -0.02 0.01
H 3.3427 -2.2986 4.2600 -0.17 -0.02 0.10
H 5.3803 -3.0751 3.1294 -0.02 0.00 0.02
H 7.2243 -1.4786 2.6778 0.01 0.02 0.01
H 6.9988 0.8734 3.3747 -0.04 0.06 0.03
Cl 0.9065 1.9257 2.2330 0.26 -0.23 -0.08
C 1.9503 2.7672 1.1317 -0.06 0.17 -0.05
C 3.1752 2.2705 0.7145 0.24 -0.03 -0.10
Cl 3.8088 0.7450 1.2293 -0.33 -0.01 -0.02
C 3.9610 3.0235 -0.1500 -0.01 0.11 -0.10
C 3.5266 4.2553 -0.6048 -0.01 -0.01 0.10
C 2.2985 4.7493 -0.1882 0.03 -0.02 0.01
C 1.5164 4.0068 0.6783 -0.02 0.09 -0.07
H 4.9193 2.6365 -0.4669 -0.01 -0.07 0.04
H 4.1461 4.8324 -1.2751 0.01 -0.02 -0.02
H 1.9521 5.7138 -0.5345 0.00 0.01 0.02
H 0.5609 4.3894 1.0105 -0.01 -0.05 0.05
Cl 3.4798 5.7215 -3.9681 -0.07 0.01 -0.03
C 1.8168 5.7411 -4.4545 0.07 -0.01 0.00
C 1.4379 6.3064 -5.6648 -0.05 0.06 -0.12
Cl 2.6012 7.0030 -6.7366 0.16 -0.01 0.27
C 0.1008 6.3189 -6.0365 -0.10 -0.03 0.02
C -0.8565 5.7644 -5.2047 0.03 -0.03 0.05
C -0.4767 5.1923 -3.9985 0.00 0.03 -0.05
C 0.8570 5.1812 -3.6254 -0.11 -0.03 0.02
H -0.1883 6.7649 -6.9785 0.06 0.03 -0.01
H -1.8969 5.7782 -5.4991 0.00 0.01 -0.02
H -1.2199 4.7530 -3.3467 0.01 0.00 0.01
H 1.1557 4.7329 -2.6896 0.09 -0.02 0.02
Cl -0.4048 7.3256 -14.1903 -0.01 -0.03 0.01
C 0.1856 7.2391 -12.5690 0.03 0.08 -0.08
C -0.2691 6.2696 -11.6856 -0.04 -0.09 0.07
Cl -1.4413 5.0928 -12.1657 0.00 0.02 -0.03
C 0.2211 6.2330 -10.3880 0.07 0.06 0.09
C 1.1635 7.1581 -9.9713 -0.02 0.03 -0.02
C 1.6210 8.1249 -10.8572 -0.04 -0.05 0.03
C 1.1326 8.1645 -12.1519 0.07 0.04 0.10
H -0.1381 5.4749 -9.7051 -0.04 -0.04 -0.06
H 1.5386 7.1219 -8.9556 -0.08 0.00 -0.25
H 2.3588 8.8494 -10.5394 0.00 0.01 -0.02
H 1.4843 8.9154 -12.8453 -0.05 -0.03 -0.06
Cl -0.2830 -6.3122 1.6436 -0.07 -0.46 -0.04
C -0.7892 -7.8508 1.0228 0.03 0.04 0.03
C -2.1340 -8.1810 0.9581 -0.08 -0.02 -0.05
Cl -3.3576 -7.0682 1.4808 -0.01 0.04 0.00
C -2.5189 -9.4159 0.4594 0.00 -0.09 -0.04
C -1.5590 -10.3146 0.0249 0.08 0.04 0.01
C -0.2125 -9.9790 0.0843 -0.10 0.00 0.00
C 0.1725 -8.7461 0.5831 0.06 -0.08 -0.03
H -3.5681 -9.6711 0.4111 -0.02 0.06 0.03
H -1.8628 -11.2773 -0.3619 -0.02 0.00 0.00
H 0.5382 -10.6777 -0.2576 0.01 0.01 0.01
H 1.2189 -8.4785 0.6331 -0.02 0.06 0.03
```
Forces are in eV/Å.

Computed properties:
- frontier orbital gap (hartree) = 0.2480
- total charge = +1
- LUMO level (Eh) = -0.124
- E_HOMO (eV) = -10.120
- E (Ha) = -8642.890348

Below is a structure of composition C45H44N11O5RuS3 at a distorted geometry, with properties calculated with wB97M-V/def2-TZVPD.

XYZ file:
```
109
Properties=species:S:1:pos:R:3:forces:R:3
Ru -0.6783 -0.5330 -1.4622 0.25 1.14 1.05
C 7.6562 10.1759 -2.4299 -0.06 -0.04 0.00
O 8.0305 8.8011 -2.4410 0.09 0.05 0.00
C 7.0700 7.8706 -2.3621 -0.17 -0.05 0.02
C 5.7072 8.1447 -2.2602 -0.08 0.23 0.02
C 4.7979 7.1056 -2.1881 -0.15 -0.09 0.04
C 5.2149 5.7782 -2.2051 0.10 0.07 0.01
C 6.5844 5.5151 -2.3095 -0.02 -0.13 0.00
C 7.4962 6.5403 -2.3883 0.25 -0.05 0.00
C 4.2182 4.7177 -2.1451 -0.16 -0.18 -0.10
N 2.9132 4.8885 -2.1861 -0.25 0.22 -0.06
C 2.3670 3.6416 -2.1498 0.09 0.06 0.04
C 3.3499 2.6755 -2.0835 0.18 0.05 0.01
N 4.5266 3.3820 -2.0795 0.12 -0.14 -0.02
C 3.0874 1.2768 -2.0701 -0.22 0.34 -0.06
C 4.0397 0.2521 -2.1393 0.07 -0.02 0.05
C 3.6111 -1.0477 -2.1237 0.17 -0.01 -0.01
C 2.2493 -1.3166 -2.0018 -0.18 -0.38 -0.02
N 1.3266 -0.3726 -1.9494 0.28 0.05 -0.11
C 1.7256 0.9213 -2.0188 0.42 -0.04 0.06
C 0.6914 1.9093 -2.0818 -0.03 0.32 0.00
N -0.5835 1.4427 -2.0810 -0.11 0.40 0.00
C -1.5515 2.2999 -2.3694 -0.14 -0.20 -0.02
C -1.3357 3.6648 -2.5362 -0.06 0.25 -0.14
C -0.0681 4.1693 -2.4126 -0.08 0.16 0.02
C 0.9854 3.2754 -2.2061 0.31 -0.22 0.01
H 8.5817 10.7359 -2.5021 0.03 0.00 0.00
H 7.1444 10.4366 -1.5015 0.01 -0.02 0.01
H 7.0183 10.4157 -3.2829 0.01 -0.02 0.00
H 5.3543 9.1677 -2.2343 -0.01 -0.10 -0.02
H 3.7362 7.3054 -2.1174 0.06 0.08 0.00
H 6.9530 4.4946 -2.3483 0.03 0.07 0.00
H 8.5589 6.3486 -2.4751 -0.07 -0.03 0.00
H 5.4507 2.9980 -2.0083 0.10 0.02 -0.02
H 5.0972 0.4769 -2.2124 -0.05 0.02 0.00
H 4.3182 -1.8634 -2.1953 -0.09 -0.01 0.03
H 1.8909 -2.3331 -1.9382 0.02 -0.01 0.02
H -2.5429 1.8874 -2.4709 -0.07 0.02 0.02
H -2.1647 4.3207 -2.7654 -0.04 -0.10 0.02
H 0.1258 5.2310 -2.5034 0.08 -0.07 -0.01
C 2.7621 -2.1133 4.0903 0.01 0.08 -0.05
C 2.8208 -0.9904 3.0568 -0.14 -0.08 0.15
C 1.8547 0.1494 3.3715 0.14 -0.14 -0.12
N 0.4532 -0.2836 3.3042 0.02 0.12 -0.27
C -0.3053 -0.2425 2.2257 -0.40 -0.44 0.36
S 0.3040 0.3719 0.7685 -0.13 -0.23 -1.57
N -1.5951 -0.7001 2.2864 0.48 0.24 -0.29
C -2.3719 -1.0708 3.4025 -0.29 -0.38 0.26
O -3.2040 -1.9295 3.2550 0.01 0.01 -0.09
C -2.1752 -0.3369 4.6763 -0.05 0.22 0.11
C -2.2751 -1.0282 5.8811 0.06 -0.23 -0.07
C -2.1600 -0.3481 7.0827 0.00 0.07 0.04
C -1.9795 1.0293 7.0842 0.00 -0.02 -0.02
C -1.9165 1.7284 5.8833 0.00 0.05 0.03
C -2.0044 1.0486 4.6812 0.03 -0.03 -0.09
H 3.4371 -2.9248 3.8176 -0.05 0.01 0.04
H 1.7535 -2.5314 4.1680 0.09 -0.02 0.00
H 3.0595 -1.7506 5.0776 -0.04 -0.04 -0.05
H 2.5883 -1.3748 2.0603 0.06 0.02 -0.02
H 3.8286 -0.5710 3.0222 -0.02 0.00 -0.04
H 1.9870 0.9614 2.6642 0.00 0.15 0.05
H 2.0309 0.5283 4.3779 -0.09 0.05 0.01
H 0.0559 -0.6824 4.1388 -0.10 0.06 0.18
H -1.9949 -0.9432 1.3883 -0.02 -0.06 0.03
H -2.4276 -2.1018 5.8660 -0.04 0.07 0.00
H -2.2250 -0.8874 8.0190 0.01 0.01 -0.05
H -1.8944 1.5618 8.0237 -0.02 -0.02 -0.05
H -1.8066 2.8054 5.8872 0.01 -0.04 0.01
H -1.9665 1.5929 3.7427 0.03 -0.01 0.06
N -7.8758 -4.3885 2.5457 -0.85 -0.27 1.45
C -7.2134 -4.1761 1.4121 0.90 0.18 -1.31
C -5.7890 -4.1225 1.4250 -1.03 0.01 0.21
C -5.1069 -3.8162 0.2828 -0.30 0.20 -0.95
C -5.8241 -3.5796 -0.8985 0.41 0.58 0.06
C -7.2272 -3.6969 -0.9433 1.00 0.35 -0.61
C -7.9176 -4.0073 0.1886 0.22 -0.21 0.95
S -4.9997 -3.1189 -2.4104 -2.74 -2.31 0.72
O -5.9322 -2.2861 -3.1154 0.51 0.69 -0.35
O -4.5787 -4.3517 -2.9973 0.95 0.38 -0.45
N -3.6569 -2.2844 -1.9779 1.35 2.78 1.35
C -3.7705 -1.0775 -1.4123 -0.60 -1.10 -0.72
S -5.3073 -0.2273 -1.1428 -0.06 0.10 0.19
C -4.4887 1.0542 -0.3539 -1.61 -0.61 -0.52
C -3.1642 0.8493 -0.3652 2.07 -1.34 -0.20
N -2.7120 -0.3173 -0.9654 -0.30 0.58 0.30
H -7.3854 -4.4139 3.4288 -0.24 -0.04 -0.26
H -8.8867 -4.3764 2.5694 0.36 -0.03 0.03
H -5.2646 -4.2869 2.3527 0.06 -0.01 0.15
H -4.0272 -3.7322 0.2826 0.03 -0.04 0.08
H -7.7389 -3.5207 -1.8834 0.01 -0.01 0.12
H -8.9978 -4.1099 0.1649 0.10 0.03 0.06
H -5.0186 1.9099 0.0394 0.04 -0.08 0.01
H -2.4334 1.5199 0.0617 0.09 -0.07 -0.02
N -0.4306 -2.5156 -1.2865 -0.45 -0.17 0.23
C -0.5471 -3.6243 -1.5952 0.04 -1.19 0.17
N -0.5954 -4.9026 -1.8400 -0.07 0.41 -0.22
C -0.3690 -5.4869 -3.1802 0.20 0.13 0.17
C 0.7051 -6.5555 -3.0585 -0.02 -0.11 0.20
O 0.3750 -7.5092 -2.0595 -0.01 0.16 -0.16
C 0.2081 -6.9182 -0.7874 -0.01 0.06 -0.11
C -0.9248 -5.9045 -0.8161 0.02 -0.19 0.10
H -0.0660 -4.7053 -3.8745 -0.03 0.02 0.00
H -1.3050 -5.9242 -3.5109 -0.21 -0.04 -0.10
H 1.6720 -6.0895 -2.8279 0.01 0.00 0.02
H 0.7927 -7.1007 -3.9947 0.02 -0.02 -0.03
H 1.1318 -6.4160 -0.4742 0.07 -0.03 0.03
H -0.0155 -7.7220 -0.0903 -0.01 -0.02 0.02
H -1.0515 -5.4330 0.1566 -0.03 0.09 -0.05
H -1.8499 -6.4024 -1.1159 -0.06 0.09 0.07
```
Forces are in eV/Å.

Computed properties:
- energy above the lowest of the compared OMol25 structures with the same formula, charge and spin (kcal/mol) = 54.5
- frontier orbital gap (alpha / beta) (hartree) = 0.2100 / 0.1398
- spin multiplicity = 2
- total charge = +2
- LUMO level (alpha / beta) (Eh) = -0.215 / -0.285
- E_HOMO (alpha / beta) (eV) = -11.566 / -11.550
- E (Ha) = -4008.758721